# 1
Density functional theory data (ωB97M-V/def2-TZVPD) for a 2-piece molecular cluster, BrFHN overall at a distorted geometry.

Values from the calculation:
Total energy in Eh: -2729.05610
Energy relative to the best compared isomer or geometry (same formula, charge and spin) in kcal/mol: 40.6
Molecular weight in g/mol: 113.92
Highest occupied orbital energy in hartree: -0.3641
E_LUMO in eV: -0.65

Geometry as XYZ:
```
4
BrFHN (ωB97M-V/def2-TZVPD)
N 0.36 0.24 0.00
F 0.19 -0.07 1.33
Br -1.26 0.88 -0.71
H 0.72 -1.05 -0.62
```

---

# 2
Density functional theory data (ωB97M-V/def2-TZVPD) for BrFHOP as an isolated structure at a distorted geometry.

Values from the calculation:
Total energy in Eh: -3091.08259
Energy relative to the best compared isomer or geometry (same formula, charge and spin) in kcal/mol: 43.2
Molecular weight in g/mol: 146.88
Highest occupied orbital energy in hartree: -0.3507
E_LUMO in eV: -2.19

Geometry as XYZ:
```
5
BrFHOP (ωB97M-V/def2-TZVPD)
O -0.95 0.25 0.64
F -0.33 -1.42 -1.26
P -0.03 -0.97 0.39
Br 2.32 0.94 -0.01
H -1.01 1.20 0.24
```

---

# 3
Density functional theory data (ωB97M-V/def2-TZVPD) for a 6-piece molecular cluster, BrH10O5 overall.

Values from the calculation:
Total energy in Eh: -2956.33774
Energy relative to the best compared isomer or geometry (same formula, charge and spin) in kcal/mol: 2.0
Total charge: -1
Molecular weight in g/mol: 169.98
Highest occupied orbital energy in hartree: -0.2020
E_LUMO in eV: 3.53

Geometry as XYZ:
```
16
BrH10O5 (ωB97M-V/def2-TZVPD)
Br -6.69 27.49 -9.32
O -7.06 24.89 -11.61
H -7.96 24.72 -11.32
H -6.75 25.58 -11.03
O -7.09 26.69 -5.74
H -6.58 26.91 -6.52
H -8.00 26.79 -6.01
O -7.65 29.70 -11.77
H -7.49 29.18 -12.56
H -7.46 29.10 -11.05
O -4.21 25.99 -7.09
H -4.17 26.38 -6.22
H -4.81 26.54 -7.58
O -10.16 27.59 -9.82
H -9.21 27.60 -9.87
H -10.45 27.86 -10.69
```

---

# 4
Density functional theory data (ωB97M-V/def2-TZVPD) for BrH12O6Zn as an isolated structure at a distorted geometry.

Values from the calculation:
Total energy in Eh: -4811.63982
Energy relative to the best compared isomer or geometry (same formula, charge and spin) in kcal/mol: 1.6
Total charge: +1
Molecular weight in g/mol: 253.38
Highest occupied orbital energy in hartree: -0.4992
E_LUMO in eV: -8.66

Geometry as XYZ:
```
20
BrH12O6Zn (ωB97M-V/def2-TZVPD)
Zn 2.12 -1.36 1.12
Br 0.12 -0.16 0.15
O 0.95 3.17 -0.79
H 0.55 3.88 -0.28
H 0.60 2.36 -0.41
O -2.61 -1.94 -1.17
H -1.78 -1.46 -1.16
H -2.41 -2.81 -0.82
O 2.24 -2.58 -0.58
H 2.77 -3.28 -0.99
H 1.46 -2.46 -1.14
O 2.38 1.13 -2.32
H 2.79 0.44 -2.85
H 1.98 0.68 -1.57
O -1.17 2.05 2.42
H -1.05 2.94 2.06
H -0.60 1.48 1.88
O -2.71 -0.46 2.46
H -3.57 -0.77 2.14
H -2.07 -0.86 1.86
```

---

# 5
Density functional theory data (ωB97M-V/def2-TZVPD) for an isolated ion of composition BrH2NO2P and charge -1 at a distorted geometry.

Values from the calculation:
Total energy in Eh: -3121.75577
Energy relative to the best compared isomer or geometry (same formula, charge and spin) in kcal/mol: 152.5
Total charge: -1
Molecular weight in g/mol: 158.90
Highest occupied orbital energy in hartree: -0.0986
SMILES: [O-]P(Br)NO
E_LUMO in eV: 3.72

Geometry as XYZ:
```
7
BrH2NO2P (ωB97M-V/def2-TZVPD)
N -0.39 -0.13 -0.70
O 0.15 0.45 2.06
O -1.20 0.58 -1.56
P 0.97 0.37 0.88
Br 1.69 -1.60 1.18
H -1.05 -0.27 0.15
H -0.17 0.60 -2.01
```

---

# 6
Density functional theory data (ωB97M-V/def2-TZVPD) for a 2-piece molecular cluster, BrH2NO2P overall at a distorted geometry.

Values from the calculation:
Total energy in Eh: -3121.77995
Energy relative to the best compared isomer or geometry (same formula, charge and spin) in kcal/mol: 137.3
Total charge: -1
Molecular weight in g/mol: 158.90
Highest occupied orbital energy (spin up / spin down) in hartree: -0.1216 / -0.0688
E_LUMO (spin up / spin down) in eV: 3.66 / 3.66

Geometry as XYZ:
```
7
BrH2NO2P (ωB97M-V/def2-TZVPD)
N 0.20 -0.07 -1.04
O -2.39 0.02 0.92
O 1.51 -0.56 -1.41
P -1.29 0.97 1.10
Br -0.05 -0.24 2.56
H 0.16 0.74 -1.63
H 1.87 -0.86 -0.50
```

---

# 7
Density functional theory data (ωB97M-V/def2-TZVPD) for a single BrH2NOS molecule at a distorted geometry.

Values from the calculation:
Total energy in Eh: -3103.25493
Energy relative to the best compared isomer or geometry (same formula, charge and spin) in kcal/mol: 73.2
Molecular weight in g/mol: 143.99
Highest occupied orbital energy (spin up / spin down) in hartree: -0.3635 / -0.3635
SMILES: N=[S@H](=O)Br
E_LUMO (spin up / spin down) in eV: -1.29 / -1.28

Geometry as XYZ:
```
6
BrH2NOS (ωB97M-V/def2-TZVPD)
N 1.34 0.81 -0.15
O 0.33 -1.70 -0.47
S 0.06 -0.42 -0.01
Br -1.77 0.38 -1.01
H 0.70 1.60 0.25
H -0.66 -0.66 1.38
```

---

# 8
Density functional theory data (ωB97M-V/def2-TZVPD) for a 2-piece molecular cluster, BrH2O3P overall at a distorted geometry.

Values from the calculation:
Total energy in Eh: -3142.22075
Energy relative to the best compared isomer or geometry (same formula, charge and spin) in kcal/mol: 32.0
Molecular weight in g/mol: 160.89
Highest occupied orbital energy (spin up / spin down) in hartree: -0.3126 / -0.3126
E_LUMO (spin up / spin down) in eV: -0.93 / -0.93

Geometry as XYZ:
```
7
BrH2O3P (ωB97M-V/def2-TZVPD)
O -0.16 -1.08 0.52
O -0.32 1.29 1.49
O 0.77 0.63 -1.68
P 0.67 0.21 0.90
Br 0.58 -0.93 -2.30
H -0.24 -1.34 -0.45
H -1.30 1.22 1.52
```

---

# 9
Density functional theory data (ωB97M-V/def2-TZVPD) for a 2-piece molecular cluster, BrH2OP overall at a distorted geometry.

Values from the calculation:
Total energy in Eh: -2991.70461
Energy relative to the best compared isomer or geometry (same formula, charge and spin) in kcal/mol: 0.0
Molecular weight in g/mol: 128.89
Highest occupied orbital energy (spin up / spin down) in hartree: -0.2698 / -0.3578
Spin multiplicity: 3
E_LUMO (spin up / spin down) in eV: 0.64 / -3.67

Geometry as XYZ:
```
5
BrH2OP (ωB97M-V/def2-TZVPD)
O -0.22 0.53 0.37
P 0.32 -0.94 0.17
Br 3.40 -0.04 -0.06
H -0.63 0.83 1.20
H 0.49 -0.98 -1.36
```

---

# 10
Density functional theory data (ωB97M-V/def2-TZVPD) for a 2-piece molecular cluster, BrH3O3P overall at a distorted geometry.

Values from the calculation:
Total energy in Eh: -3142.57289
Energy relative to the best compared isomer or geometry (same formula, charge and spin) in kcal/mol: 96.6
Total charge: +1
Molecular weight in g/mol: 161.90
Highest occupied orbital energy (spin up / spin down) in hartree: -0.5500 / -0.5343
E_LUMO (spin up / spin down) in eV: -7.79 / -7.17

Geometry as XYZ:
```
8
BrH3O3P (ωB97M-V/def2-TZVPD)
O 1.35 0.13 0.74
O -0.23 -0.24 -1.39
O -1.13 -0.13 0.94
P 0.11 -0.60 0.06
Br -2.28 -2.42 -2.79
H 1.22 0.43 1.68
H 0.17 -0.32 -2.38
H -2.04 0.13 0.66
```

---

# 11
Density functional theory data (ωB97M-V/def2-TZVPD) for a single BrH3P2 molecule at a distorted geometry.

Values from the calculation:
Total energy in Eh: -3258.38841
Energy relative to the best compared isomer or geometry (same formula, charge and spin) in kcal/mol: 0.0
Molecular weight in g/mol: 144.88
Highest occupied orbital energy (spin up / spin down) in hartree: -0.2816 / -0.3587
Spin multiplicity: 3
E_LUMO (spin up / spin down) in eV: 0.71 / -3.60

Geometry as XYZ:
```
6
BrH3P2 (ωB97M-V/def2-TZVPD)
P 0.09 -0.16 0.78
P -0.80 -0.17 -1.20
Br -2.82 -2.02 -1.03
H -0.65 0.62 1.61
H -0.46 -1.40 1.20
H -1.63 1.04 -1.44
```

---

# 12
Density functional theory data (ωB97M-V/def2-TZVPD) for a single BrH4N2OP molecule at a distorted geometry.

Values from the calculation:
Total energy in Eh: -3102.57377
Energy relative to the best compared isomer or geometry (same formula, charge and spin) in kcal/mol: 2.3
Molecular weight in g/mol: 158.92
Highest occupied orbital energy in hartree: -0.3553
SMILES: N=[P@](N)(O)Br
E_LUMO in eV: 0.57

Geometry as XYZ:
```
9
BrH4N2OP (ωB97M-V/def2-TZVPD)
N -0.51 1.48 0.89
N -0.20 -0.53 -1.27
O -0.33 -1.15 1.15
P -0.01 0.13 0.25
Br 2.23 -0.01 0.02
H -0.07 2.23 0.39
H 0.52 -0.73 -1.90
H -1.19 -0.37 -1.66
H -0.45 -1.06 2.13
```

---

# 13
Density functional theory data (ωB97M-V/def2-TZVPD) for BrH6O4V as an isolated structure at a distorted geometry.

Values from the calculation:
Total energy in Eh: -3822.52568
Energy relative to the best compared isomer or geometry (same formula, charge and spin) in kcal/mol: 5.5
Molecular weight in g/mol: 200.89
Highest occupied orbital energy (spin up / spin down) in hartree: -0.3692 / -0.3757
Spin multiplicity: 3
E_LUMO (spin up / spin down) in eV: -2.52 / -2.62

Geometry as XYZ:
```
12
BrH6O4V (ωB97M-V/def2-TZVPD)
O -0.29 0.44 -3.61
V -0.58 1.73 -2.77
Br 0.00 0.20 -0.56
O 2.78 -1.81 0.58
H 2.00 -1.25 0.55
H 2.76 -2.31 -0.23
O -2.74 -1.40 0.10
H -1.91 -0.99 -0.15
H -3.26 -0.68 0.47
O 0.36 2.41 1.86
H 0.71 1.90 2.59
H 0.19 1.76 1.17
```

---

# 14
Density functional theory data (ωB97M-V/def2-TZVPD) for BrHNO2S as an isolated structure at a distorted geometry.

Values from the calculation:
Total energy in Eh: -3178.03334
Energy relative to the best compared isomer or geometry (same formula, charge and spin) in kcal/mol: 15.9
Total charge: -1
Molecular weight in g/mol: 158.98
Highest occupied orbital energy in hartree: -0.1381
E_LUMO in eV: 3.53

Geometry as XYZ:
```
6
BrHNO2S (ωB97M-V/def2-TZVPD)
N -1.09 -0.18 0.51
O 0.41 -2.00 0.16
O 1.39 0.29 -0.16
S 0.01 -0.76 -0.48
Br -1.95 1.38 -0.12
H 1.24 1.27 0.10
```

---

# 15
Density functional theory data (ωB97M-V/def2-TZVPD) for a 2-piece molecular cluster, BrHO3PS overall at a distorted geometry.

Values from the calculation:
Total energy in Eh: -3539.88736
Energy relative to the best compared isomer or geometry (same formula, charge and spin) in kcal/mol: 60.8
Total charge: -1
Molecular weight in g/mol: 191.95
Highest occupied orbital energy (spin up / spin down) in hartree: -0.1193 / -0.1968
E_LUMO (spin up / spin down) in eV: 1.64 / 3.01

Geometry as XYZ:
```
7
BrHO3PS (ωB97M-V/def2-TZVPD)
O -0.47 1.76 2.32
O -2.67 1.33 1.42
O -1.42 3.21 0.54
P -0.43 -0.88 -1.41
S -1.38 1.90 1.21
Br 0.89 0.41 -2.61
H -1.33 0.25 -1.37
```

---

# 16
Density functional theory data (ωB97M-V/def2-TZVPD) for BrHg2O2V as an isolated structure at a distorted geometry.

Values from the calculation:
Total energy in Eh: -3973.00618
Energy relative to the best compared isomer or geometry (same formula, charge and spin) in kcal/mol: 107.3
Total charge: +4
Molecular weight in g/mol: 564.03
Highest occupied orbital energy in hartree: -0.9917
E_LUMO in eV: -23.45

Geometry as XYZ:
```
6
BrHg2O2V (ωB97M-V/def2-TZVPD)
Hg 2.06 0.44 -1.71
Hg -1.06 2.58 -1.34
O 0.10 -1.89 1.70
V -0.19 -1.13 0.41
O -1.74 -1.37 0.37
Br 0.84 1.38 0.57
```

---

# 17
Density functional theory data (ωB97M-V/def2-TZVPD) for BrMn2 as an isolated structure.

Values from the calculation:
Total energy in Eh: -4874.66275
Energy relative to the best compared isomer or geometry (same formula, charge and spin) in kcal/mol: 1.6
Total charge: +3
Molecular weight in g/mol: 189.78
Highest occupied orbital energy (spin up / spin down) in hartree: -0.9172 / -0.9202
Spin multiplicity: 11
E_LUMO (spin up / spin down) in eV: -16.04 / -15.95

Geometry as XYZ:
```
3
BrMn2 (ωB97M-V/def2-TZVPD)
Mn -2.17 0.17 0.94
Mn 2.33 -0.35 -0.25
Br -0.16 0.17 -0.69
```

---

# 18
Density functional theory data (ωB97M-V/def2-TZVPD) for a single BrNO3 molecule at a distorted geometry.

Values from the calculation:
Total energy in Eh: -2854.27513
Energy relative to the best compared isomer or geometry (same formula, charge and spin) in kcal/mol: 14.4
Molecular weight in g/mol: 141.91
Highest occupied orbital energy in hartree: -0.4309
SMILES: O=[N+]([O-])OBr
E_LUMO in eV: -3.45

Geometry as XYZ:
```
5
BrNO3 (ωB97M-V/def2-TZVPD)
N 0.15 -0.04 0.00
O -0.04 -1.20 -0.02
O 1.17 0.58 0.07
O -0.87 0.83 -0.06
Br -2.85 -0.02 0.01
```

---

# 19
Density functional theory data (ωB97M-V/def2-TZVPD) for BrNa2 as an isolated structure at a distorted geometry.

Values from the calculation:
Total energy in Eh: -2898.31666
Energy relative to the best compared isomer or geometry (same formula, charge and spin) in kcal/mol: 70.4
Total charge: +1
Molecular weight in g/mol: 125.88
Highest occupied orbital energy in hartree: -0.4936
E_LUMO in eV: -6.72

Geometry as XYZ:
```
3
BrNa2 (ωB97M-V/def2-TZVPD)
Na 1.66 0.73 -0.44
Na -0.33 0.52 0.24
Br -1.33 -1.25 0.20
```

---

# 20
Density functional theory data (ωB97M-V/def2-TZVPD) for BrNi2Ti as an isolated structure at a distorted geometry.

Values from the calculation:
Total energy in Eh: -6437.84492
Total charge: +4
Molecular weight in g/mol: 245.16
Highest occupied orbital energy (spin up / spin down) in hartree: -0.9103 / -1.0936
Spin multiplicity: 8
E_LUMO (spin up / spin down) in eV: -19.83 / -22.10

Geometry as XYZ:
```
4
BrNi2Ti (ωB97M-V/def2-TZVPD)
Ti 0.73 0.62 2.33
Ni -1.46 -1.94 -0.65
Ni 0.08 1.88 -1.38
Br 0.64 -0.56 -0.30
```